Formula: C11H19AuIN3O3Se2
Source: the Open Molecules 2025 dataset
Level of theory: ωB97M-V/def2-TZVPD

## Properties
Relative energy (zero: lowest compared OMol25 entry of this formula, charge and spin) (kcal per mole): 0.0
Net charge: +2
Spin multiplicity: 1
HOMO level (eV): -14.41
Kohn-Sham gap (Ha): 0.1705

The geometry in XYZ format:
```
40
Properties=species:S:1:pos:R:3:nbo_charge:R:1
Au 0.254 -0.178 -0.237 1.026
C 3.671 0.873 0.580 -0.828
Se 2.844 -0.089 -0.894 0.827
C 2.449 1.403 -2.111 -0.599
C 1.804 2.604 -1.460 -0.594
Se -0.041 2.219 -0.876 0.598
C -0.123 3.223 0.773 -0.778
H 4.523 1.431 0.190 0.272
H 4.022 0.112 1.274 0.279
H 2.972 1.529 1.090 0.243
H 1.827 0.957 -2.888 0.265
H 3.401 1.686 -2.567 0.279
H 1.735 3.414 -2.189 0.280
H 2.368 2.977 -0.607 0.246
H 0.635 2.887 1.474 0.245
H -1.117 3.050 1.179 0.276
H -0.003 4.279 0.535 0.269
N -2.929 -1.234 -1.499 -0.746
C -2.995 -0.352 -0.515 0.702
O -2.030 0.375 -0.177 -0.715
C -4.308 -0.155 0.194 -0.643
I -5.458 -1.945 0.488 0.196
H -2.087 -1.316 -2.047 0.410
H -3.714 -1.816 -1.750 0.440
H -4.925 0.519 -0.400 0.274
H -4.123 0.283 1.169 0.268
C 1.553 -5.233 -1.875 -0.407
N 1.060 -4.368 -0.810 -0.400
C 0.465 -4.855 0.317 0.118
C -0.112 -4.069 1.256 -0.394
C -0.158 -2.650 1.020 0.617
O -0.716 -1.782 1.695 -0.641
N 0.496 -2.227 -0.114 -0.699
C 1.159 -2.992 -1.018 0.768
O 1.781 -2.526 -1.965 -0.658
H 1.604 -6.261 -1.531 0.230
H 2.532 -4.892 -2.202 0.240
H 0.886 -5.182 -2.737 0.221
H 0.468 -5.932 0.425 0.242
H -0.567 -4.467 2.148 0.269
```

---

Formula: C33H34N6O2SSc
Source: the Open Molecules 2025 dataset
Level of theory: ωB97M-V/def2-TZVPD

## Properties
Relative energy (zero: lowest compared OMol25 entry of this formula, charge and spin) (kcal per mole): 126.9
Net charge: -1
Spin multiplicity: 1
HOMO level (eV): -2.53
Kohn-Sham gap (Ha): 0.1724

The geometry in XYZ format:
```
77
Properties=species:S:1:pos:R:3:mulliken_charge:R:1
Sc 0.128 0.277 -0.089 -1.192
O 1.355 0.005 2.076 0.269
C 2.395 0.852 2.315 0.954
C 3.680 0.401 2.608 -0.526
C 4.687 1.320 2.838 -0.719
C 4.444 2.688 2.792 -0.868
C 3.168 3.121 2.484 -0.715
C 2.140 2.219 2.218 0.571
C 0.824 2.788 1.881 -0.481
N -0.134 2.193 1.308 0.340
C -1.394 2.936 1.190 -0.873
C -2.010 2.858 -0.219 -0.832
N -1.296 1.894 -1.040 0.696
C -1.059 2.135 -2.267 -1.689
C -0.345 1.089 -3.050 2.229
C -0.582 0.837 -4.559 0.011
C 0.502 1.243 -5.498 -1.193
C 1.741 1.411 -5.030 -0.249
C 2.077 1.285 -3.614 -0.527
C 1.136 1.125 -2.668 -0.306
O 1.396 1.061 -1.366 -0.603
H 3.872 -0.658 2.655 0.506
H 5.682 0.956 3.061 0.401
H 5.234 3.400 2.986 0.396
H 2.950 4.182 2.430 0.392
H 0.708 3.839 2.168 0.213
H -1.241 3.980 1.479 0.613
H -2.071 2.486 1.918 0.273
H -2.018 3.844 -0.694 0.544
H -3.043 2.513 -0.129 0.099
H -1.400 3.069 -2.730 0.359
H -1.545 1.261 -4.862 0.589
H 0.278 1.371 -6.550 0.375
H 2.544 1.664 -5.715 0.351
H 3.112 1.324 -3.299 0.456
C 0.482 -3.814 4.002 -0.937
C 1.760 -2.997 4.142 -0.593
N 1.644 -1.599 3.733 -0.040
C 1.503 -1.377 2.376 -0.791
S -1.729 -0.792 3.556 -0.584
N 1.421 -2.205 1.435 -0.736
N 1.131 -1.633 0.217 1.039
C 1.213 -2.441 -0.906 0.712
C 1.910 -3.774 -0.873 -1.988
C 0.490 -1.979 -1.959 1.032
C 0.819 -2.305 -3.321 -0.758
C 0.291 -1.680 -4.390 -1.502
C -0.825 -0.698 -4.232 0.035
C -1.045 -0.308 -2.745 -0.612
N -0.533 -1.033 -1.650 0.136
H 0.675 -4.853 4.286 0.386
H -0.310 -3.415 4.637 0.270
H 0.117 -3.790 2.977 0.199
H 2.089 -2.989 5.184 0.416
H 2.562 -3.446 3.552 0.354
H 0.855 -1.136 4.190 0.264
H 2.087 -4.068 0.160 0.383
H 1.304 -4.541 -1.353 0.401
H 2.885 -3.756 -1.375 0.268
H 1.611 -3.031 -3.470 0.324
H 0.647 -1.905 -5.390 0.261
H -1.726 -1.075 -4.725 0.502
H -2.106 -0.093 -2.574 0.216
C -1.923 -0.855 1.748 0.796
C -3.234 -0.354 1.164 0.278
C -4.018 0.590 1.820 -0.225
C -5.159 1.107 1.219 -0.642
C -5.541 0.680 -0.049 -0.496
C -4.774 -0.276 -0.704 -0.533
C -3.631 -0.789 -0.100 -0.118
H -1.692 -1.829 1.319 0.379
H -1.178 -0.165 1.327 -0.779
H -3.726 0.870 2.827 0.414
H -5.761 1.838 1.747 0.367
H -6.434 1.079 -0.516 0.373
H -5.063 -0.623 -1.689 0.418
H -3.006 -1.504 -0.626 0.244
```

---

Formula: C42H37N6O11S6SeW
Source: the Open Molecules 2025 dataset
Level of theory: ωB97M-V/def2-TZVPD

## Properties
Relative energy (zero: lowest compared OMol25 entry of this formula, charge and spin) (kcal per mole): 31.3
Net charge: -1
Spin multiplicity: 1
HOMO level (eV): -4.57
Kohn-Sham gap (Ha): 0.2153

The geometry in XYZ format:
```
104
Properties=species:S:1:pos:R:3:mulliken_charge:R:1
W -0.627 0.561 1.513 1.997
O 0.276 -0.675 0.312 0.843
C 0.897 -1.901 0.139 2.666
C 2.866 -2.580 -1.453 -1.381
C 2.849 -4.011 -1.000 -0.364
C 2.749 -4.333 0.291 -0.719
C 2.633 -3.316 1.334 -0.829
C 1.896 -2.194 1.271 0.483
C 2.000 -1.306 2.424 -0.856
N 1.392 -0.202 2.566 0.651
N 1.655 0.482 3.737 -1.597
C 1.015 1.612 3.678 0.660
O 0.347 1.973 2.627 -0.306
C 1.050 2.553 4.818 0.042
C 1.810 2.287 5.954 -0.706
C 1.798 3.179 7.012 -0.642
C 1.028 4.335 6.942 -0.391
C 0.270 4.599 5.811 -0.873
C 0.279 3.710 4.745 -0.216
H 3.145 -2.511 -2.505 0.541
H 2.975 -4.798 -1.736 0.321
H 2.827 -5.369 0.604 0.425
H 3.194 -3.496 2.248 0.461
H 2.671 -1.621 3.221 0.339
H 2.396 1.378 5.992 0.436
H 2.387 2.973 7.897 0.394
H 1.018 5.029 7.774 0.380
H -0.337 5.494 5.755 0.438
H -0.312 3.898 3.859 0.466
C -0.148 -6.534 -4.486 -0.964
C -0.823 -5.406 -5.248 -0.633
S -0.577 -3.781 -4.565 1.212
O -1.384 -2.885 -5.351 -0.711
O 0.847 -3.549 -4.449 -0.655
C -1.257 -3.841 -2.916 -0.882
C -0.231 -4.316 -1.893 -0.841
N -0.620 -3.979 -0.528 1.105
C -0.191 -2.985 0.299 -0.258
N -0.835 -3.006 1.455 -0.307
C -1.730 -4.005 1.394 -1.787
C -1.624 -4.627 0.182 0.394
N -2.339 -5.786 -0.228 1.071
O -2.062 -6.325 -1.298 -0.630
O -3.178 -6.210 0.544 -0.672
C 1.573 -1.788 -1.245 0.153
H -0.238 -7.461 -5.051 0.443
H -0.619 -6.700 -3.517 0.138
H 0.911 -6.321 -4.338 0.272
H -1.902 -5.540 -5.329 0.387
H -0.418 -5.293 -6.256 0.428
H -2.131 -4.491 -2.965 0.817
H -1.590 -2.820 -2.708 0.400
H 0.728 -3.872 -2.113 -0.023
H -0.114 -5.391 -1.920 0.462
H -2.402 -4.248 2.199 0.506
H 3.644 -2.067 -0.877 0.521
H 1.817 -0.731 -1.353 -0.981
H 0.830 -1.983 -2.022 0.046
S -2.096 1.925 -1.942 0.297
S -4.303 2.512 3.692 -0.459
C -3.310 1.248 2.859 0.128
N -2.197 1.875 2.213 0.375
C -2.376 3.244 2.093 -1.336
C -1.570 4.137 1.393 0.966
C -1.850 5.498 1.415 -0.679
C -2.929 6.002 2.128 -0.755
C -3.743 5.122 2.838 -0.511
C -3.459 3.772 2.816 0.720
H -2.982 0.510 3.588 0.450
H -0.729 3.758 0.842 -0.644
H -1.207 6.167 0.855 0.351
H -3.141 7.063 2.133 0.395
H -4.590 5.489 3.407 0.381
O -0.006 1.903 0.102 -0.094
C 0.535 2.208 -1.139 0.777
C 1.997 1.751 -1.205 -0.308
C 2.865 1.719 -2.260 -0.079
C 4.193 1.378 -1.876 -0.906
C 4.307 1.192 -0.530 -0.766
S 2.815 1.416 0.266 0.071
C -0.366 1.579 -2.196 0.197
C -0.001 0.752 -3.179 0.688
C -0.909 0.139 -4.139 -1.156
C -2.056 0.687 -4.547 -0.588
S -2.609 2.230 -3.906 -0.270
C 0.584 3.725 -1.349 -0.200
C 0.060 4.477 -2.354 -0.450
C 0.367 5.862 -2.232 -0.712
C 1.122 6.129 -1.134 -0.703
S 1.486 4.708 -0.255 -0.040
H 2.578 1.969 -3.272 0.609
H 5.019 1.285 -2.569 0.431
H 5.190 0.932 0.033 0.527
H 1.043 0.488 -3.279 0.126
H -0.605 -0.795 -4.593 0.493
H -2.673 0.220 -5.305 0.450
H -0.534 4.059 -3.156 0.501
H 0.023 6.619 -2.923 0.416
H 1.479 7.087 -0.788 0.471
O -4.521 -1.104 -0.087 -0.750
Se -3.510 -0.858 1.136 0.875
O -2.152 -0.053 0.418 -0.551
O -1.107 -0.414 2.821 -0.796
O -4.216 0.581 1.922 -0.617
```